Formula: CO5S4
Source: the Open Molecules 2025 dataset
Level of theory: ωB97M-V/def2-TZVPD

Summary:
LUMO energy	5.55	eV
total charge	-2
E_HOMO	-0.49	eV
E_tot	-2007.00372	Ha

```
10
Properties=species:S:1:pos:R:3:forces:R:3
C 0.89930 -1.20398 0.38040 1.279 -2.388 1.180
O -0.65214 1.68675 -0.08936 -1.491 0.147 0.680
O 0.84685 0.10608 0.85805 1.600 0.475 -0.903
O 0.29406 -2.07380 0.98177 0.064 0.487 0.732
O -0.99840 -0.63344 -0.79841 -0.126 -1.075 -1.657
O 1.58341 2.15765 -0.57736 0.475 -0.103 0.198
S -3.27813 0.30167 0.34686 -0.786 0.608 0.211
S 1.96488 -1.46505 -0.89427 1.327 -0.449 -1.051
S -1.31685 0.09614 0.40758 -5.791 -0.026 1.894
S 0.65703 1.02799 -0.61527 3.450 2.324 -1.284
```
Positions in Å, forces in eV/Å.


Formula: C26H23Cl3CrN2O6P
Source: the Open Molecules 2025 dataset
Level of theory: ωB97M-V/def2-TZVPD

Summary:
LUMO energy (alpha / beta)	-0.88 / -0.23	eV
total charge	0
energy above the lowest of the compared OMol25 structures with the same formula, charge and spin	0.9796	eV
E_HOMO (alpha / beta)	-8.80 / -8.56	eV
E_tot	-4332.00412	Ha
multiplicity	2
expectation value of S²	0.800

```
62
Properties=species:S:1:pos:R:3:forces:R:3
Cr 0.27940 -0.23788 -0.02989 -0.274 -0.690 -0.447
C 0.50353 -2.92970 -0.88621 -0.107 -0.080 -0.061
C 1.49817 -2.48723 -1.75713 0.007 0.015 -0.049
C 2.34176 -1.64459 -1.04088 0.000 0.209 -0.002
C 1.90111 -1.58481 0.31217 0.202 -0.368 0.453
C 0.73845 -2.39601 0.39619 0.054 0.271 0.517
H -0.30138 -3.60090 -1.14376 -0.009 -0.041 0.018
H 1.53900 -2.67617 -2.81551 0.018 -0.003 -0.093
H 3.18448 -1.10839 -1.44296 0.120 -0.005 -0.033
H 2.46536 -1.22265 1.15691 -0.001 -0.011 -0.032
H 0.21682 -2.65161 1.30583 0.049 -0.093 -0.016
O -3.07994 -0.55219 4.83384 0.402 0.111 -0.051
C -3.82181 -0.87395 3.78852 -0.061 0.139 -0.097
O -4.97786 -1.19064 3.89670 0.024 -0.050 0.105
C -3.18827 -0.81379 2.43436 0.105 -0.039 -0.039
C -3.85691 -1.08131 1.25497 -0.149 -0.132 -0.090
Cl -5.44565 -1.62149 1.00768 0.038 0.064 -0.007
N -2.99896 -0.94203 0.21692 0.172 -0.068 0.215
N -1.76285 -0.64416 0.68133 -0.164 0.165 0.019
C -1.87739 -0.53686 1.99741 0.098 0.035 -0.032
C -0.64085 -0.06491 2.70761 -0.147 -0.139 0.205
O -0.64096 0.13126 3.92053 -0.266 -0.071 -0.011
O 0.34907 0.12005 1.92987 0.161 0.182 -0.054
C -3.32635 -0.99340 -1.17525 0.120 0.115 0.045
C -2.56479 -1.76855 -2.02616 0.041 -0.067 -0.060
C -2.89059 -1.81230 -3.37499 -0.027 -0.001 0.113
C -3.98453 -1.10501 -3.84921 0.030 -0.013 0.044
C -4.73133 -0.32093 -2.98083 -0.050 -0.038 0.004
C -4.39487 -0.24194 -1.64195 -0.009 -0.119 -0.060
H -2.15331 -0.27119 4.58471 -0.156 -0.099 -0.060
H -1.71435 -2.31149 -1.64097 -0.112 0.058 -0.036
H -2.29224 -2.41744 -4.03983 0.029 -0.024 -0.082
H -4.24775 -1.15330 -4.89572 -0.022 0.000 -0.064
H -5.56522 0.25759 -3.35035 -0.045 0.021 -0.041
H -4.94859 0.39950 -0.97342 -0.020 0.012 0.059
Cl 0.08526 2.77518 -3.78002 0.030 0.017 -0.017
C -1.09303 1.52727 -3.30342 -0.050 -0.092 -0.206
Cl -2.68637 2.23891 -3.10333 0.011 0.138 -0.004
C -0.60938 0.84614 -2.03412 -0.094 0.234 0.123
O 0.04895 -0.20821 -2.13247 -0.011 -0.015 -0.316
O -0.82504 1.34052 -0.89916 0.075 0.268 -0.045
H -1.12689 0.80170 -4.11390 -0.041 0.071 0.127
C 2.81143 1.90424 -1.46629 0.032 0.115 0.068
P 1.94413 1.47806 0.07070 -0.097 -0.043 0.013
C 1.16850 3.03992 0.56834 -0.024 0.111 -0.005
C 3.26546 1.22782 1.28426 0.107 -0.010 -0.059
C 4.52310 0.77447 0.88747 -0.036 0.014 0.056
C 5.52072 0.55605 1.82436 -0.015 0.008 0.033
C 5.27188 0.79008 3.16821 0.032 -0.011 -0.014
C 4.02130 1.23031 3.57274 -0.025 -0.003 -0.042
C 3.02032 1.44358 2.63841 -0.034 0.003 0.046
H 3.37561 1.05941 -1.84612 0.033 -0.088 -0.023
H 3.48605 2.74674 -1.30890 -0.009 0.014 0.007
H 2.07026 2.16774 -2.21537 -0.038 0.032 -0.028
H 1.91862 3.79718 0.79856 0.002 -0.022 -0.021
H 0.53490 2.87582 1.43904 0.027 -0.030 0.009
H 0.53061 3.37281 -0.24985 0.010 0.025 0.023
H 4.73655 0.58263 -0.15386 0.007 0.013 -0.087
H 6.49044 0.20327 1.50237 0.043 -0.009 -0.008
H 6.05029 0.62656 3.90008 0.036 -0.020 0.029
H 3.81653 1.39974 4.61977 -0.010 0.013 0.061
H 2.03943 1.75049 2.97193 -0.013 0.022 0.004
```
Positions in Å, forces in eV/Å.


Formula: C38H28F10HfN11O4S3
Source: the Open Molecules 2025 dataset
Level of theory: ωB97M-V/def2-TZVPD

Summary:
LUMO energy	1.75	eV
total charge	-1
energy above the lowest of the compared OMol25 structures with the same formula, charge and spin	0.2229	eV
E_HOMO	-5.08	eV
E_tot	-4609.57613	Ha

```
95
Properties=species:S:1:pos:R:3:forces:R:3
Hf 0.15561 -0.26463 0.41753 0.281 0.394 0.297
C 0.02777 2.45099 2.39309 0.082 -0.006 0.055
N 0.95829 1.77022 1.47415 -0.054 -0.300 -0.206
C 1.27171 2.66772 0.33824 0.004 0.053 0.296
C 0.08777 2.86169 -0.54591 -0.274 -0.080 -0.101
N -0.41246 1.54788 -0.96567 0.100 -0.368 0.133
C -1.27174 1.56813 -2.05011 0.122 0.024 0.272
C -2.02947 0.43453 -2.39663 0.195 0.130 0.029
F -1.95668 -0.63952 -1.60193 0.014 -0.469 0.077
C -2.84628 0.30890 -3.49297 -0.053 -0.042 0.025
F -3.48782 -0.84199 -3.71252 -0.035 -0.080 -0.008
C -3.01409 1.37141 -4.34934 -0.091 -0.041 -0.105
F -3.80109 1.28246 -5.42576 -0.075 -0.013 -0.095
C -2.34038 2.52815 -4.05124 0.078 0.215 0.030
F -2.48204 3.59023 -4.85176 0.004 0.067 -0.033
C -1.50618 2.62766 -2.94976 0.007 0.065 -0.042
F -0.92570 3.83716 -2.81199 -0.014 0.124 -0.113
C 2.19026 1.49621 2.23836 -0.109 0.130 0.050
C 3.33617 1.09837 1.36299 0.273 -0.293 -0.237
N 2.95678 0.15017 0.31284 0.146 -0.067 -0.412
C 4.05218 -0.40205 -0.30747 -0.088 0.092 -0.053
C 5.41942 0.03575 -0.26013 -0.177 -0.094 -0.094
F 5.82384 1.14012 0.41201 -0.213 0.197 0.176
C 6.46672 -0.56978 -0.93945 -0.034 0.158 0.143
F 7.69507 -0.04719 -0.83152 0.085 0.076 0.044
C 6.28263 -1.66221 -1.74483 0.059 -0.040 -0.079
F 7.29644 -2.22227 -2.41836 0.087 -0.067 -0.048
C 4.99676 -2.13699 -1.84117 -0.206 -0.016 0.001
F 4.74300 -3.19935 -2.61345 -0.045 -0.118 -0.060
C 3.95850 -1.54305 -1.15560 -0.031 0.091 0.084
F 2.77196 -2.14129 -1.33804 0.184 0.000 -0.056
H 0.46578 3.41592 2.67125 -0.028 0.040 0.042
H -0.08989 1.85193 3.29434 -0.003 -0.003 -0.016
H -0.93304 2.60820 1.92572 -0.112 0.009 -0.067
H 2.06335 2.20606 -0.24291 -0.037 -0.022 0.045
H 1.63103 3.63060 0.71796 0.030 0.039 0.091
H 0.44727 3.46100 -1.37485 0.057 0.002 -0.079
H -0.70040 3.43624 -0.04748 -0.021 0.011 -0.025
H 1.96684 0.72603 2.96510 -0.071 -0.109 0.090
H 2.46788 2.40839 2.78136 0.008 0.033 0.024
H 4.07467 0.66638 2.04265 0.189 -0.039 -0.028
H 3.78462 2.00466 0.95513 0.131 0.137 -0.044
N -5.39266 0.43484 6.55809 -0.037 0.115 -0.096
C -4.92406 0.62568 5.25800 -0.016 -0.069 0.095
C -3.79631 1.41224 5.02137 0.024 0.019 0.078
C -3.32813 1.59112 3.73501 -0.111 -0.067 -0.091
C -3.98079 0.98810 2.66677 0.003 -0.041 0.250
C -5.12965 0.23802 2.88787 -0.031 0.109 -0.054
C -5.60300 0.06791 4.17340 -0.017 -0.036 0.026
S -3.32244 1.13360 1.04668 0.147 -0.233 0.004
O -2.71153 2.43258 0.94966 0.067 0.044 -0.094
O -4.37396 0.79345 0.13314 -0.070 -0.021 -0.226
N -2.10775 0.02795 0.93520 -0.448 -0.017 0.090
C -2.44234 -1.29125 0.98440 -0.294 0.113 -0.087
N -3.59847 -1.78614 1.43479 0.073 0.038 -0.002
C -3.71234 -3.10447 1.45241 0.014 0.031 -0.021
C -2.70946 -3.96779 1.02452 -0.184 -0.023 0.067
C -1.56126 -3.37227 0.56525 0.275 -0.128 -0.131
N -1.43062 -2.05247 0.52378 0.273 0.543 0.066
H -4.69351 0.51871 7.27676 0.045 -0.007 0.019
H -5.96928 -0.38009 6.68561 0.009 -0.038 -0.013
H -3.27988 1.87360 5.85586 -0.013 -0.015 -0.021
H -2.46274 2.21029 3.55451 0.068 -0.018 0.001
H -5.63770 -0.20876 2.04424 0.059 0.020 0.054
H -6.49522 -0.52403 4.34928 0.027 0.027 -0.009
H -4.65330 -3.49505 1.83298 0.056 0.028 -0.019
H -2.80482 -5.04188 1.06798 -0.036 0.022 0.000
H -0.71236 -3.95286 0.22047 -0.002 0.019 0.046
S -0.11947 -0.68686 3.11397 -0.092 -0.176 -0.310
C 0.01596 -2.41159 3.27900 -0.406 0.092 0.679
C -0.66712 -3.01189 4.40889 0.208 0.195 -0.293
N -1.22907 -3.46287 5.30769 0.053 0.046 -0.095
C 0.70238 -3.17215 2.40416 0.251 -0.586 -0.194
S 1.53874 -2.49845 1.03666 -0.061 -0.053 -0.072
C 0.76570 -4.60756 2.58125 -0.079 0.379 0.040
N 0.78412 -5.75291 2.70586 0.034 0.086 -0.073
O 3.22448 2.26242 -2.64541 0.034 -0.033 0.216
C 3.71050 1.34795 -3.61362 -0.068 0.014 -0.127
N 2.89575 1.37931 -4.79228 -0.131 -0.101 0.060
C 1.79216 0.62337 -5.07835 -0.119 0.157 0.007
O 1.16881 0.77574 -6.11274 0.171 -0.114 0.036
C 1.34691 -0.41071 -4.08145 0.211 0.134 -0.038
C 1.01080 -1.68097 -4.51347 -0.187 -0.168 -0.167
C 0.51295 -2.59163 -3.59704 0.006 -0.077 -0.141
C 0.34923 -2.19570 -2.28661 0.006 0.187 -0.014
N 0.64308 -0.95978 -1.87091 -0.237 -0.016 0.320
C 1.14514 -0.08972 -2.75206 0.046 -0.168 0.154
H 3.40437 1.90023 -1.76457 0.029 -0.038 -0.115
H 3.73347 0.33666 -3.21964 0.008 -0.174 0.101
H 4.72074 1.62361 -3.91115 0.123 0.056 0.013
H 3.05643 2.12220 -5.45378 -0.028 0.018 -0.047
H 1.11647 -1.93856 -5.56154 0.021 0.022 0.070
H 0.24815 -3.59894 -3.89034 0.026 0.051 0.014
H -0.00544 -2.88187 -1.53231 -0.019 0.014 0.004
H 1.37332 0.89679 -2.38011 -0.046 0.020 0.039
```
Positions in Å, forces in eV/Å.


Formula: C3H3N3O
Source: the Open Molecules 2025 dataset
Level of theory: ωB97M-V/def2-TZVPD

Summary:
SMILES	Oc1cnncn1
LUMO energy	0.26	eV
total charge	0
energy above the lowest of the compared OMol25 structures with the same formula, charge and spin	1.3354	eV
E_HOMO	-9.77	eV
E_tot	-355.59081	Ha

```
10
Properties=species:S:1:pos:R:3:forces:R:3
O -0.21741 -1.06908 1.81010 -0.034 -0.054 -0.002
C -0.24686 -0.42184 0.64260 0.209 0.221 -0.292
C -0.18078 -1.11741 -0.58833 0.111 0.080 0.034
N 0.29656 -0.49546 -1.64509 -0.266 0.017 0.148
N 0.55728 0.81576 -1.59655 -0.421 0.012 0.152
C 0.16144 1.45185 -0.50759 0.101 0.059 -0.008
N -0.22191 0.88884 0.64526 0.394 -0.224 -0.033
H 0.12440 -0.43174 2.46041 -0.405 -0.114 0.021
H -0.47134 -2.15790 -0.70511 0.246 0.119 0.121
H 0.19862 2.53699 -0.51571 0.066 -0.115 -0.140
```
Positions in Å, forces in eV/Å.